{
  "formula": "C32H57N4O3S",
  "method": "ωB97M-V/def2-TZVPD",
  "species": ["C", "C", "C", "C", "C", "C", "C", "C", "C", "C", "C", "C", "C", "C", "C", "C", "C", "C", "C", "C", "C", "C", "C", "S", "C", "N", "N", "C", "O", "C", "N", "C", "C", "O", "C", "N", "H", "H", "H", "H", "H", "H", "H", "H", "H", "H", "H", "H", "H", "H", "H", "H", "H", "H", "H", "H", "H", "H", "H", "H", "H", "H", "H", "H", "H", "H", "H", "H", "H", "H", "H", "H", "H", "H", "H", "H", "H", "H", "H", "H", "H", "H", "H", "H", "H", "H", "H", "C", "C", "O", "C", "H", "H", "H", "H", "H", "H"],
  "coordinates": [[1.9927, -2.5000, -0.2985], [2.1547, -2.7690, 1.2774], [0.7678, -2.9304, 2.0762], [1.1123, -3.0469, 3.6439], [0.2119, -2.1053, 4.5981], [0.1410, -0.5681, 4.0877], [-1.3550, -0.0204, 3.8618], [-2.2399, -0.9521, 2.8748], [-2.2213, -0.4029, 1.3681], [-2.9696, -1.3810, 0.3058], [-1.9023, -2.2254, -0.5603], [-2.3599, -2.4302, -2.1225], [-1.1819, -1.7170, -2.9787], [0.0223, -2.6632, -3.3470], [1.2232, -2.0803, -4.1310], [1.1398, -0.5781, -4.5438], [2.3058, 0.1706, -5.3565], [3.7657, 0.0028, -4.7075], [3.7711, -0.2008, -3.1176], [5.2469, -0.0199, -2.4443], [5.4778, 1.4478, -1.8387], [5.3805, 1.5369, -0.2405], [3.8900, 1.4492, 0.3499], [2.6308, 2.4227, -0.6042], [1.6010, 3.4515, 0.5164], [1.3451, 3.3943, 1.9273], [0.4547, 4.4360, 2.0915], [0.1575, 5.1263, 0.8794], [0.9041, 4.4756, -0.1525], [-0.1217, 0.2326, -4.1498], [-1.2341, -0.3188, -3.3728], [-2.4480, 0.4642, -2.9977], [-2.2636, 2.0608, -3.0210], [-3.5214, 2.6128, -2.4994], [-1.0932, 2.6256, -2.0638], [-0.5506, 1.6533, -1.0716], [1.3525, -3.3101, -0.7900], [3.0390, -2.5725, -0.7705], [1.5191, -1.4814, -0.5477], [2.8023, -1.9496, 1.7640], [2.7139, -3.7734, 1.3866], [0.0765, -2.0600, 1.8002], [0.2475, -3.8939, 1.7315], [0.9692, -4.1431, 3.9699], [2.2248, -2.7578, 3.7833], [-0.8431, -2.5647, 4.6649], [0.6355, -2.1463, 5.6719], [0.7295, -0.4093, 3.1046], [0.7157, 0.0433, 4.8861], [-1.8498, 0.1500, 4.8746], [-1.2592, 1.0132, 3.3473], [-1.8669, -2.0462, 2.8287], [-3.3455, -0.9918, 3.1996], [-1.1032, -0.2629, 1.0876], [-2.6729, 0.6628, 1.2924], [-3.7637, -0.8448, -0.3201], [-3.5483, -2.1561, 0.9454], [-1.6634, -3.2565, -0.1275], [-0.9010, -1.6416, -0.5429], [-3.3859, -1.9875, -2.3455], [-2.2912, -3.5613, -2.3473], [0.0367, -3.7645, -3.0129], [2.1311, -2.7143, -4.4119], [2.0504, 1.2997, -5.2979], [2.2736, -0.0886, -6.4732], [4.3354, 0.9879, -4.9166], [4.3457, -0.8318, -5.2306], [3.4822, -1.3009, -2.8920], [3.0043, 0.4768, -2.5899], [5.4019, -0.8533, -1.6618], [6.0072, -0.2321, -3.2784], [6.5582, 1.7562, -2.1160], [4.7971, 2.1995, -2.3913], [6.0624, 0.7239, 0.2238], [5.8650, 2.5441, 0.0605], [3.5656, 0.3386, 0.2828], [3.9535, 1.7355, 1.4622], [-0.5106, 6.0193, 0.6681], [-0.1414, 1.3280, -4.5093], [-2.9053, 0.1906, -1.9897], [-3.2498, 0.2189, -3.7979], [-2.1512, 2.4583, -4.0897], [-3.5419, 2.5148, -1.5177], [-0.2097, 2.9112, -2.7575], [-1.3768, 3.6000, -1.5161], [0.1700, 1.0518, -1.4884], [-1.2820, 1.1189, -0.5856], [-6.5984, 0.4412, 4.3746], [-5.2382, 1.0130, 4.6746], [-4.2348, 0.3239, 4.6160], [-5.1659, 2.4690, 5.0498], [-6.4984, -0.6163, 4.1197], [-7.2409, 0.5301, 5.2530], [-7.0431, 0.9654, 3.5259], [-5.7448, 2.6479, 5.9583], [-5.5469, 3.0832, 4.2311], [-4.1254, 2.7429, 5.2381]],
  "homo_energy_ev": -10.703,
  "largest_force_ev_per_a": 6.60,
  "homo_lumo_gap_ha": 0.2413,
  "total_charge": 1
}

{
  "formula": "C32H58Br24NO3",
  "method": "ωB97M-V/def2-TZVPD",
  "species": ["C", "C", "O", "C", "C", "C", "C", "O", "O", "C", "C", "N", "H", "H", "H", "H", "H", "H", "H", "H", "H", "H", "Br", "C", "C", "Br", "H", "H", "H", "H", "Br", "C", "C", "Br", "H", "H", "H", "H", "Br", "C", "C", "Br", "H", "H", "H", "H", "Br", "C", "C", "Br", "H", "H", "H", "H", "Br", "C", "C", "Br", "H", "H", "H", "H", "Br", "C", "C", "Br", "H", "H", "H", "H", "Br", "C", "C", "Br", "H", "H", "H", "H", "Br", "C", "C", "Br", "H", "H", "H", "H", "Br", "C", "C", "Br", "H", "H", "H", "H", "Br", "C", "C", "Br", "H", "H", "H", "H", "Br", "C", "C", "Br", "H", "H", "H", "H", "Br", "C", "C", "Br", "H", "H", "H", "H"],
  "coordinates": [[-6.5934, -2.2458, 3.2840], [-5.7181, -1.9360, 4.6429], [-4.8196, -0.7752, 4.5467], [-3.5708, -1.0934, 3.8295], [-3.6290, -1.0032, 2.1766], [-2.3173, -1.3690, 1.2315], [-2.5324, -1.2724, -0.3907], [-2.4269, -0.0824, -0.9952], [-2.8905, -2.5449, -1.0901], [-0.9518, -1.8247, 2.0157], [-0.9769, -1.8408, 3.6832], [-2.2489, -1.4845, 4.4731], [-7.5668, -2.8726, 3.4629], [-5.8855, -2.8218, 2.5145], [-6.8004, -1.1918, 2.7670], [-5.1352, -2.9234, 4.9111], [-6.5187, -1.6938, 5.4945], [-4.6466, -0.6637, 1.6680], [-2.9351, -3.3019, -0.4129], [-0.0226, -2.1155, 1.3650], [0.0135, -2.1494, 4.2434], [-2.1685, -1.5206, 5.5243], [2.3914, -3.7941, -1.2922], [3.3427, -2.7279, 0.0361], [3.3234, -3.3973, 1.3902], [1.5910, -3.1806, 2.2608], [2.8846, -1.7349, 0.0359], [4.3660, -2.6508, -0.3417], [4.0415, -2.9231, 2.0652], [3.5263, -4.4710, 1.3468], [-8.7087, -5.6824, -1.4896], [-7.8252, -6.3300, 0.1247], [-7.2994, -5.1844, 0.9574], [-5.6612, -4.4499, 0.1940], [-7.0461, -7.0274, -0.1958], [-8.5973, -6.8805, 0.6694], [-7.0170, -5.5309, 1.9555], [-8.0067, -4.3558, 1.0516], [-5.2680, 2.0124, -4.5506], [-4.3167, 3.0786, -3.2224], [-4.3360, 2.4093, -1.8682], [-6.0685, 2.6260, -0.9977], [-4.7749, 4.0716, -3.2226], [-3.2935, 3.1557, -3.6002], [-3.6179, 2.8834, -1.1933], [-4.1332, 1.3356, -1.9117], [5.8738, -0.1046, 0.4165], [5.2106, 1.5426, 1.2245], [3.7446, 1.4298, 1.5713], [2.6273, 1.6016, -0.0188], [5.4300, 2.3528, 0.5235], [5.8116, 1.6776, 2.1280], [3.4382, 2.2523, 2.2238], [3.4822, 0.4794, 2.0442], [-4.8238, 4.3166, -5.0942], [-4.7403, 6.2374, -5.4249], [-4.0418, 6.5376, -6.7303], [-2.1079, 6.3477, -6.5569], [-4.2521, 6.6897, -4.5571], [-5.7830, 6.5648, -5.4609], [-4.1997, 7.5799, -7.0215], [-4.3540, 5.8845, -7.5500], [0.6409, 3.1683, 3.9618], [0.7244, 5.0891, 3.6311], [1.4228, 5.3893, 2.3256], [3.3567, 5.1994, 2.4991], [1.2126, 5.5414, 4.4989], [-0.3183, 5.4165, 3.5951], [1.2649, 6.4316, 2.0345], [1.1106, 4.7362, 1.5060], [6.0356, -2.1039, 5.5358], [4.3473, -1.7971, 6.4640], [3.1700, -2.0025, 5.5399], [2.9407, -0.4820, 4.3392], [4.3952, -0.7906, 6.8892], [4.3327, -2.5292, 7.2761], [2.2378, -2.0579, 6.1091], [3.2610, -2.8934, 4.9123], [5.9789, -2.8384, 9.9503], [5.3157, -1.1912, 10.7583], [3.8497, -1.3039, 11.1051], [2.7324, -1.1321, 9.5150], [5.5351, -0.3810, 10.0572], [5.9167, -1.0562, 11.6618], [3.5433, -0.4815, 11.7575], [3.5872, -2.2544, 11.5779], [6.8940, 5.1734, 1.9570], [6.7499, 6.9347, 2.7836], [7.6926, 7.0669, 3.9566], [7.0072, 6.1276, 5.5232], [5.6994, 7.0760, 3.0526], [7.0160, 7.6419, 1.9931], [7.7779, 8.1121, 4.2671], [8.6916, 6.6687, 3.7579], [-7.3677, 5.4161, -8.1380], [-7.7133, 7.0192, -9.1947], [-6.8266, 8.1624, -8.7599], [-7.4646, 8.9584, -7.0969], [-8.7808, 7.2383, -9.1025], [-7.4941, 6.7317, -10.2267], [-6.8561, 8.9738, -9.4926], [-5.7870, 7.8665, -8.5935], [5.6063, -5.9855, -6.6242], [4.2413, -6.4830, -5.3222], [4.0911, -5.4237, -4.2556], [5.5486, -5.5124, -2.9617], [4.5211, -7.4627, -4.9249], [3.3189, -6.5810, -5.9013], [3.1820, -5.5910, -3.6711], [4.0797, -4.4053, -4.6537], [4.5706, -4.9745, -10.9363], [5.4774, -6.6654, -10.5837], [4.5324, -7.8344, -10.7336], [3.3519, -7.9911, -9.1882], [5.9188, -6.5888, -9.5860], [6.2779, -6.7186, -11.3268], [5.0863, -8.7768, -10.7643], [3.8926, -7.7649, -11.6177]],
  "homo_energy_ev": -10.067,
  "largest_force_ev_per_a": 10.47,
  "homo_lumo_gap_ha": 0.1873,
  "relative_energy_kj_mol": 1388.6,
  "total_charge": 1
}

{
  "formula": "C32H58Cl2N3O13P",
  "method": "ωB97M-V/def2-TZVPD",
  "species": ["Cl", "C", "C", "Cl", "H", "H", "H", "H", "O", "P", "N", "C", "C", "N", "C", "C", "N", "C", "C", "H", "H", "H", "H", "H", "H", "H", "H", "H", "H", "H", "H", "H", "H", "H", "H", "H", "H", "O", "C", "O", "C", "C", "C", "H", "H", "H", "H", "H", "H", "O", "C", "O", "C", "C", "C", "H", "H", "H", "H", "H", "H", "O", "C", "O", "C", "C", "C", "H", "H", "H", "H", "H", "H", "O", "C", "O", "C", "C", "C", "H", "H", "H", "H", "H", "H", "O", "C", "O", "C", "C", "C", "H", "H", "H", "H", "H", "H", "O", "C", "O", "C", "C", "C", "H", "H", "H", "H", "H", "H"],
  "coordinates": [[-2.0527, 0.6128, 2.8148], [-3.3614, -0.5749, 2.6365], [-3.0830, -1.9692, 1.9243], [-4.4232, -2.9174, 2.4518], [-4.2343, -0.1266, 2.1620], [-3.6892, -0.6643, 3.6722], [-2.1366, -2.3746, 2.2822], [-3.1767, -1.9551, 0.8384], [-2.0443, 2.6017, -3.5610], [-2.4284, 1.3531, -4.2571], [-1.3611, -0.0439, -4.0846], [-0.1350, 0.1353, -3.2697], [-1.7501, -1.3754, -4.5843], [-2.5972, 1.5479, -5.9265], [-1.3904, 1.5142, -6.8701], [-3.8451, 2.2274, -6.4980], [-3.9708, 0.7557, -3.6863], [-4.6971, -0.3134, -4.3619], [-4.2969, 0.8901, -2.3211], [0.6895, -0.5088, -3.5752], [-0.3502, -0.1615, -2.2432], [0.3300, 1.1186, -3.3407], [-0.9163, -2.0609, -4.4323], [-2.1107, -1.2335, -5.6031], [-2.5279, -1.8717, -4.0040], [-0.5414, 1.9019, -6.3072], [-1.1551, 0.5020, -7.1990], [-1.6992, 2.0846, -7.7461], [-3.9626, 1.7877, -7.4884], [-4.7264, 1.9464, -5.9215], [-3.7030, 3.3057, -6.4258], [-4.3683, -0.4998, -5.3843], [-4.7232, -1.2288, -3.7708], [-5.7278, 0.0402, -4.3904], [-3.3441, 0.9374, -1.7938], [-4.7879, 0.0012, -1.9250], [-5.0272, 1.6868, -2.1792], [-1.2318, -5.4077, 2.0626], [-0.5184, -5.4752, 3.0019], [-0.1017, -6.7267, 3.5095], [0.8532, -6.7018, 4.5417], [1.0435, -5.1311, 4.9019], [0.1182, -4.3742, 3.8668], [1.8033, -7.0436, 4.1312], [0.6224, -7.2454, 5.4578], [2.0110, -4.6368, 4.8146], [0.7161, -5.1828, 5.9403], [0.5398, -3.5379, 3.3091], [-0.6150, -3.8368, 4.4682], [4.2865, 3.3157, 0.7322], [3.7962, 4.4594, 0.6420], [3.0100, 4.8858, 1.6161], [2.3722, 6.1490, 1.2060], [3.0131, 6.4515, -0.2034], [4.2217, 5.5413, -0.3936], [2.7569, 6.8201, 1.9740], [1.2923, 6.0016, 1.1971], [3.3993, 7.4666, -0.1103], [2.2453, 6.2770, -0.9572], [5.1802, 5.9367, -0.0575], [4.3534, 5.1107, -1.3863], [1.9467, -2.3100, 1.2938], [1.8988, -1.0528, 1.3484], [2.8630, -0.3050, 1.8342], [2.4674, 1.0130, 2.1185], [1.2610, 1.1899, 1.2638], [0.6758, -0.1792, 1.2440], [3.2884, 1.7157, 1.9758], [2.1908, 1.1294, 3.1664], [1.6144, 1.3614, 0.2470], [0.5817, 1.9658, 1.6168], [-0.0767, -0.3909, 0.4845], [0.1184, -0.2448, 2.1784], [-0.3822, 3.4374, -0.2622], [-1.4840, 3.4959, 0.2531], [-1.7463, 3.7610, 1.6032], [-3.0239, 3.8081, 1.8635], [-3.6411, 4.2435, 0.5824], [-2.8438, 3.4473, -0.3526], [-3.4056, 4.5348, 2.5806], [-3.4279, 2.8161, 2.0650], [-3.4879, 5.3055, 0.3903], [-4.7183, 4.0834, 0.6285], [-2.8726, 3.7795, -1.3903], [-3.2210, 2.4370, -0.1944], [-1.9463, -6.7847, -1.6606], [-1.0225, -6.0027, -1.5386], [-1.1819, -4.6924, -1.9186], [0.0276, -3.9132, -1.6535], [0.7412, -4.7399, -0.7109], [0.2660, -6.1931, -0.8089], [-0.2376, -2.9552, -1.2062], [0.4353, -3.6959, -2.6407], [0.3168, -4.1622, 0.1102], [1.8178, -4.7260, -0.5411], [-0.0818, -6.5498, 0.1606], [1.0115, -6.8106, -1.3100], [7.2692, -2.2697, 4.1710], [6.7183, -1.1577, 3.9989], [7.0354, -0.4042, 2.8452], [6.4256, 0.8533, 2.8820], [5.7122, 0.9481, 4.2174], [5.7064, -0.4320, 4.8588], [5.6638, 0.8147, 2.1033], [7.1550, 1.6484, 2.7270], [4.7602, 1.4422, 4.0233], [6.1554, 1.6204, 4.9519], [4.6978, -0.7924, 4.6567], [6.1382, -0.2737, 5.8470]],
  "homo_energy_ev": -8.388,
  "largest_force_ev_per_a": 6.59,
  "homo_lumo_gap_ha": 0.3201,
  "smiles": "CN(C)P(=O)(N(C)C)N(C)C.O=C1CCCO1.O=C1CCCO1.O=C1CCCO1.O=C1CCCO1.O=C1CCCO1.O=C1CCCO1.ClCCCl"
}

{
  "formula": "C32H58F5N4O4",
  "method": "ωB97M-V/def2-TZVPD",
  "species": ["C", "C", "C", "C", "C", "C", "C", "C", "N", "C", "C", "C", "N", "O", "C", "C", "C", "O", "C", "O", "C", "N", "C", "F", "F", "C", "C", "C", "C", "C", "C", "F", "F", "F", "C", "H", "H", "H", "H", "H", "H", "H", "H", "H", "H", "H", "H", "H", "H", "H", "H", "H", "H", "H", "H", "H", "H", "H", "H", "H", "H", "H", "H", "H", "H", "H", "H", "H", "H", "H", "H", "H", "H", "C", "C", "N", "C", "C", "C", "C", "C", "O", "C", "H", "H", "H", "H", "H", "H", "H", "H", "H", "H", "H", "H", "H", "H", "H", "H", "H", "H", "H", "H"],
  "coordinates": [[1.9718, 6.0446, 2.6530], [2.9141, 5.2881, 1.7139], [2.7519, 3.7664, 1.8122], [3.2401, 2.9933, 0.5752], [2.4734, 1.6805, 0.3219], [1.6776, 1.6553, -0.9862], [2.5719, 1.8819, -2.2172], [3.7999, 0.9595, -2.3234], [5.0739, 1.5899, -1.9665], [0.9190, 0.3350, -1.1648], [0.0653, -0.0932, 0.0332], [-1.0788, -1.0572, -0.3330], [-2.3665, -0.8240, 0.3245], [0.7642, 2.7420, -0.8239], [-0.1470, 3.0694, -1.8602], [-0.2433, 4.5957, -1.8788], [-0.6358, 5.1716, -0.5404], [-0.6599, 6.3451, -0.3158], [-1.5085, 2.3625, -1.6299], [-2.6033, 3.2612, -1.6537], [-3.2777, 3.4001, -2.8747], [-3.7013, 4.7831, -2.9522], [-4.4261, 2.3758, -2.9550], [-5.1550, 2.6843, -4.0846], [-3.8518, 1.1508, -3.1879], [-5.3238, 2.3077, -1.7553], [-6.3699, 3.2257, -1.6101], [-7.1674, 3.2051, -0.4670], [-6.9297, 2.2603, 0.5328], [-5.9005, 1.3335, 0.3692], [-5.6243, 0.3186, 1.4415], [-5.2815, -0.8846, 0.9270], [-6.6877, 0.1345, 2.2525], [-4.5861, 0.6998, 2.2380], [-5.0966, 1.3492, -0.7691], [1.8218, 5.5088, 3.5921], [2.3517, 7.0417, 2.8814], [0.9944, 6.1813, 2.1831], [3.9532, 5.5704, 1.9114], [2.7124, 5.5985, 0.6825], [3.2803, 3.4099, 2.7016], [1.6847, 3.5546, 1.9452], [3.1318, 3.6596, -0.2835], [4.3095, 2.7792, 0.6669], [1.7439, 1.5725, 1.1297], [3.1257, 0.8049, 0.3760], [2.9048, 2.9216, -2.2391], [1.9636, 1.7442, -3.1163], [3.6638, 0.0768, -1.6910], [3.8718, 0.5867, -3.3475], [4.9507, 2.4806, -1.5090], [5.6740, 1.7133, -2.7660], [0.2642, 0.4276, -2.0414], [1.6278, -0.4576, -1.4168], [0.7049, -0.5669, 0.7859], [-0.3540, 0.7920, 0.5222], [-0.7750, -2.0689, -0.0551], [-1.2427, -1.0645, -1.4134], [-2.3046, -1.0476, 1.3107], [-2.6213, 0.1573, 0.2863], [0.2434, 2.7595, -2.8317], [0.7523, 4.9862, -2.1148], [-0.9204, 4.9709, -2.6467], [-0.8936, 4.4484, 0.2538], [-1.6529, 1.5570, -2.3561], [-1.5047, 1.9068, -0.6373], [-2.6023, 3.1905, -3.7139], [-4.4951, 4.8909, -3.5722], [-3.9953, 5.0837, -2.0273], [-6.5674, 3.9325, -2.4044], [-7.9771, 3.9130, -0.3587], [-7.5574, 2.2434, 1.4133], [-4.3092, 0.6135, -0.8823], [2.8121, -6.3597, -0.5890], [2.2618, -6.9945, 0.6712], [2.5994, -6.2911, 1.9707], [4.0321, -6.6244, 2.3026], [1.7736, -6.9050, 3.0823], [0.2857, -6.6186, 3.0988], [2.5582, -4.7770, 1.9176], [1.3156, -3.9613, 1.5658], [0.9094, -3.9893, 0.2253], [-0.2814, -4.6988, -0.0749], [3.8934, -6.4717, -0.6674], [2.3730, -6.8770, -1.4412], [2.5501, -5.3089, -0.6824], [2.6640, -8.0005, 0.7890], [1.1813, -7.0981, 0.6348], [4.1272, -7.7035, 2.3793], [4.2902, -6.1612, 3.2503], [4.6748, -6.2424, 1.5155], [2.2322, -6.5826, 4.0163], [1.9408, -7.9769, 2.9791], [0.0561, -5.6068, 3.4181], [-0.1589, -7.2835, 3.8391], [-0.2040, -6.8192, 2.1476], [3.3387, -4.4934, 1.2149], [2.8775, -4.4624, 2.9123], [1.6693, -2.9402, 1.7483], [0.4736, -4.1107, 2.2415], [-1.0373, -4.5609, 0.7025], [-0.0995, -5.7678, -0.2228], [-0.6672, -4.2968, -1.0083]],
  "homo_energy_ev": -10.782,
  "largest_force_ev_per_a": 0.62,
  "homo_lumo_gap_ha": 0.3053,
  "total_charge": 1
}

| no. | DFT total energy (eV) |
| --- | --- |
| 1 | -57030.410 |
| 2 | -1722758.606 |
| 3 | -99544.040 |
| 4 | -61855.924 |